Arrangement a

ORCA calculation (wB97M-V/def2-TZVPD) on a single C2H3NO2 molecule.

```
8
Properties=species:S:1:pos:R:3:lowdin_charge:R:1
O 1.377 1.290 0.080 -0.09
H 1.150 2.243 -0.220 0.10
N 0.099 0.307 -0.485 0.05
H 0.423 -1.742 -0.567 0.05
O -2.291 0.188 0.000 0.15
C 0.009 -1.097 0.081 0.03
H 0.374 -1.087 1.175 0.15
C -1.142 -0.101 -0.064 -0.43
```

Its multiplicity is 1. The HOMO-LUMO gap is 9.446 eV. The LUMO energy is -0.746 eV.



Arrangement b

ORCA calculation (wB97M-V/def2-TZVPD) on a single C2H3NO2 molecule.

```
8
Properties=species:S:1:pos:R:3:lowdin_charge:R:1
C -0.360 0.761 -0.172 -0.20
O 1.072 -1.515 -0.641 0.09
N -1.559 0.892 -0.119 0.11
O 0.422 -0.803 1.343 0.07
H 0.561 1.521 -0.285 0.16
C 0.386 -0.590 0.144 -0.41
H -2.034 1.847 -0.168 0.11
H 1.512 -2.113 -0.102 0.07
```

Its multiplicity is 1. The HOMO-LUMO gap is 10.741 eV. The LUMO energy is 0.703 eV.



Stability check: which of them is least stable? arrangement a.



Arrangement a

ORCA calculation (wB97M-V/def2-TZVPD) on a single C2H3NO2 molecule.

```
8
Properties=species:S:1:pos:R:3:lowdin_charge:R:1
N -1.031 -0.328 -1.043 0.09
H -2.016 -0.102 -1.231 0.06
O -0.637 0.588 -0.122 -0.17
H 1.188 1.238 0.361 0.14
C 0.633 -0.672 1.029 -0.14
C 0.699 0.353 -0.060 -0.25
O -0.024 -0.870 1.979 0.12
H 1.188 -0.208 -0.913 0.14
```

Its multiplicity is 1. The HOMO-LUMO gap (spin up / spin down) is 7.263 / 9.880 eV. The LUMO energy (spin up / spin down) is -0.233 / 0.318 eV.



Arrangement b

ORCA calculation (wB97M-V/def2-TZVPD) on 2 unconnected molecules or ions with the total composition C2H3NO2.

```
8
Properties=species:S:1:pos:R:3:lowdin_charge:R:1
O -0.059 0.069 -1.366 -0.08
H 1.433 -1.169 -0.484 0.09
N -1.691 0.932 1.267 0.08
C 0.495 0.811 -0.303 -0.08
H 1.427 1.439 -0.570 0.12
H -0.150 -1.298 0.301 0.09
O -1.963 -0.124 1.465 0.02
C 0.509 -0.660 -0.310 -0.23
```

Its multiplicity is 1. The HOMO-LUMO gap (spin up / spin down) is 9.329 / 8.324 eV. The LUMO energy (spin up / spin down) is 0.541 / 0.107 eV.



Arrangement c

ORCA calculation (wB97M-V/def2-TZVPD) on a single C2H3NO2 molecule.

```
8
Properties=species:S:1:pos:R:3:lowdin_charge:R:1
H 2.685 -0.382 -0.502 0.19
O 1.535 1.392 0.159 -0.03
C 1.618 0.188 -0.198 -0.33
N -0.466 0.442 0.208 0.02
O 0.479 -0.392 -0.577 -0.08
H -1.728 -1.331 -0.152 0.13
H -2.486 0.258 0.821 0.08
C -1.636 -0.175 0.241 0.01
```

Its multiplicity is 1. The HOMO-LUMO gap is 10.344 eV. The LUMO energy is 0.531 eV.



Arrangement d

ORCA calculation (wB97M-V/def2-TZVPD) on 2 unconnected molecules or ions with the total composition C2H3NO2.

```
8
Properties=species:S:1:pos:R:3:lowdin_charge:R:1
O 0.484 -1.761 -0.257 -0.01
O -2.020 0.161 0.706 0.04
N -1.629 0.208 -0.365 0.10
H 0.591 1.536 0.156 0.03
H 0.552 0.732 -1.515 0.06
C 0.648 -0.704 0.315 -0.37
C 0.674 0.653 -0.440 0.05
H 0.700 -0.825 1.400 0.11
```

Its multiplicity is 1. The HOMO-LUMO gap (spin up / spin down) is 8.846 / 8.232 eV. The LUMO energy (spin up / spin down) is -0.269 / -0.744 eV.



Stability check: which of them is least stable? arrangement b.



Arrangement a

ORCA calculation (wB97M-V/def2-TZVPD) on a single C2H3NO2 molecule.

```
8
Properties=species:S:1:pos:R:3:lowdin_charge:R:1
H -2.503 -0.090 0.865 0.06
C -0.805 -0.195 0.110 -0.28
H 2.498 0.867 -0.491 0.13
N -1.744 -0.752 0.713 0.14
H -0.744 0.834 -0.231 0.13
C 1.493 -0.490 -0.498 -0.14
O 0.286 -0.984 -0.235 -0.04
O 1.519 0.811 -0.234 0.00
```

Its multiplicity is 1. The HOMO-LUMO gap is 10.359 eV. The LUMO energy is 0.685 eV.



Arrangement b

ORCA calculation (wB97M-V/def2-TZVPD) on a molecular structure, C2H3NO2.

```
8
Properties=species:S:1:pos:R:3:lowdin_charge:R:1
N -0.328 -0.238 -0.707 0.10
H 0.634 1.689 -0.400 0.10
O 0.330 -1.337 -0.096 -0.06
C 0.550 0.642 -0.171 -0.12
O -2.369 -0.293 0.224 -0.12
H -2.465 0.637 0.191 -0.06
H 2.357 -0.689 0.591 0.14
C 1.291 -0.411 0.369 0.01
```

Its multiplicity is 1. The HOMO-LUMO gap (spin up / spin down) is 6.977 / 6.976 eV. The LUMO energy (spin up / spin down) is -2.493 / -2.493 eV.



Arrangement c

ORCA calculation (wB97M-V/def2-TZVPD) on 2 unconnected molecules or ions with the total composition C2H3NO2.

```
8
Properties=species:S:1:pos:R:3:lowdin_charge:R:1
H -1.367 -2.698 1.060 0.04
H 1.159 2.514 -0.725 0.06
O 0.156 -1.041 -1.013 0.15
H 1.464 1.985 0.921 0.08
O -0.118 1.121 -0.179 -0.02
N -1.448 -2.178 0.264 0.20
C -0.625 -1.609 -0.389 -0.41
C 0.779 1.906 0.061 -0.10
```

Its multiplicity is 1. The HOMO-LUMO gap is 10.968 eV. The LUMO energy is 0.787 eV.



Stability check: which of them is least stable? arrangement b.



Arrangement a

ORCA calculation (wB97M-V/def2-TZVPD) on a molecular structure, C5H7N2.

```
14
Properties=species:S:1:pos:R:3:lowdin_charge:R:1
H 0.438 2.529 2.199 0.12
C 0.599 -0.523 -0.061 0.25
N 0.109 0.978 0.957 -0.05
H -0.166 -2.764 -1.443 0.10
H 1.382 2.641 0.710 0.12
C -0.562 -0.845 -0.661 -0.27
H 1.636 -0.769 -0.112 0.12
C 0.998 1.943 1.460 -0.02
H -1.097 -1.706 -2.530 0.11
C -0.938 -2.002 -1.491 0.00
C -1.252 0.346 -0.394 0.17
H 1.835 1.422 1.929 0.11
N -1.106 1.165 0.561 0.12
H -1.876 -2.416 -1.122 0.11
```

Its total charge is +1. Its multiplicity is 1. The HOMO-LUMO gap (spin up / spin down) is 8.215 / 7.642 eV. The LUMO energy (spin up / spin down) is -6.645 / -7.289 eV.



Arrangement b

ORCA calculation (wB97M-V/def2-TZVPD) on a gas-phase ion, C5H7N2 (charge +1).

```
14
Properties=species:S:1:pos:R:3:lowdin_charge:R:1
C 0.881 -1.469 0.139 0.00
H 1.409 -0.797 -0.608 0.12
H -1.068 -0.122 -1.890 0.20
H 0.498 2.704 0.288 0.12
C -1.198 -0.128 -0.744 -0.28
H 1.119 -1.181 1.188 0.13
C 0.400 1.612 0.377 -0.01
N -0.871 1.127 -0.009 -0.06
H 0.651 1.366 1.494 0.16
H 1.295 1.252 -0.136 0.09
C -1.689 -1.498 -0.055 0.24
N -0.472 -1.270 -0.137 -0.10
C -2.071 0.950 0.133 0.25
H 1.117 -2.547 -0.041 0.14
```

Its total charge is +1. Its multiplicity is 1. The HOMO-LUMO gap is 10.420 eV. The LUMO energy is -4.745 eV.



Arrangement c

ORCA calculation (wB97M-V/def2-TZVPD) on a gas-phase ion, C5H7N2 (charge +1).

```
14
Properties=species:S:1:pos:R:3:lowdin_charge:R:1
C 1.971 -1.202 -0.079 0.01
C -2.226 -0.158 -0.080 0.01
H -2.519 0.243 -1.109 0.14
H 2.600 -1.956 0.288 0.13
H -2.330 -1.224 -0.113 0.11
N -0.980 0.558 0.097 0.09
C 2.722 0.116 -0.188 -0.11
H -2.946 0.124 0.565 0.06
C 0.151 0.007 0.112 -0.13
H 1.813 2.295 0.117 0.10
H -1.007 1.551 0.086 0.17
H 3.747 -0.014 -0.585 0.13
N 0.722 -1.111 0.036 0.13
C 1.995 1.194 0.021 0.18
```

Its total charge is +1. Its multiplicity is 1. The HOMO-LUMO gap is 8.014 eV. The LUMO energy is -5.991 eV.



Stability check: which of them is least stable? arrangement b.



Arrangement a

ORCA calculation (wB97M-V/def2-TZVPD) on a gas-phase ion, C5H7N2 (charge +1).

```
14
Properties=species:S:1:pos:R:3:lowdin_charge:R:1
H 2.173 -1.574 -0.192 0.13
C -1.542 1.013 -0.453 -0.08
H -2.237 1.523 -1.190 0.16
H -1.528 -0.311 1.282 0.10
H 3.343 -0.473 -0.913 0.14
H -2.452 1.354 1.486 0.17
N -0.353 1.493 -0.492 0.19
C -2.196 0.426 0.748 -0.04
N 1.973 1.848 0.289 0.35
C 2.013 0.556 -0.006 -0.12
H -3.125 -0.060 0.475 0.08
C 0.836 1.254 -0.156 -0.20
H 3.412 -0.665 0.708 0.07
C 2.737 -0.641 -0.030 0.04
```

Its total charge is +1. Its multiplicity is 1. The HOMO-LUMO gap is 10.281 eV. The LUMO energy is -5.001 eV.



Arrangement b

ORCA calculation (wB97M-V/def2-TZVPD) on a gas-phase ion, C5H7N2 (charge +1).

```
14
Properties=species:S:1:pos:R:3:lowdin_charge:R:1
C 2.081 -0.064 -0.314 -0.12
H 2.833 0.290 -0.889 0.08
H -0.356 2.200 0.317 0.16
N -0.065 1.270 0.048 0.08
H 1.775 1.911 0.729 0.18
C 1.261 1.057 0.147 0.00
C -1.115 0.760 -0.688 -0.03
H 2.522 -2.047 -0.255 0.10
H 0.884 -1.322 0.775 0.09
H -2.890 -1.793 -0.307 0.13
C -2.940 -0.713 0.019 0.09
H -3.788 -0.258 0.552 0.12
C 1.752 -1.321 0.080 0.10
N -1.954 0.031 -0.214 0.01
```

Its total charge is +1. Its multiplicity is 1. The HOMO-LUMO gap (spin up / spin down) is 8.181 / 8.180 eV. The LUMO energy (spin up / spin down) is -4.957 / -4.958 eV.



Arrangement c

ORCA calculation (wB97M-V/def2-TZVPD) on a gas-phase ion, C5H7N2 (charge +1).

```
14
Properties=species:S:1:pos:R:3:lowdin_charge:R:1
H 2.054 1.587 0.649 0.13
C -1.860 -0.070 -0.674 -0.12
H -2.068 -0.296 1.339 0.07
H -2.283 -0.117 -1.652 0.13
N 1.880 -1.383 0.264 0.17
H 2.338 -2.270 0.167 0.08
H -0.260 1.778 0.550 0.13
N -0.567 0.121 -0.637 0.16
C -2.617 -0.271 0.451 0.21
H -3.699 -0.444 0.565 0.11
C 2.302 -0.289 -0.113 -0.25
C 0.135 0.968 0.023 -0.08
C 1.517 0.871 0.053 0.05
H 3.129 -0.186 -0.986 0.18
```

Its total charge is +1. Its multiplicity is 1. The HOMO-LUMO gap (spin up / spin down) is 6.589 / 7.020 eV. The LUMO energy (spin up / spin down) is -7.554 / -7.029 eV.



Arrangement d

ORCA calculation (wB97M-V/def2-TZVPD) on a gas-phase ion, C5H7N2 (charge +1).

```
14
Properties=species:S:1:pos:R:3:lowdin_charge:R:1
H -2.594 2.001 0.740 0.16
H -3.877 -0.574 0.129 0.17
H 2.778 0.445 -0.958 0.15
C -2.747 -0.276 0.055 0.07
H 2.774 0.353 0.892 0.14
N 1.116 -0.622 0.047 0.12
C -2.121 1.092 0.269 -0.04
H 1.461 -1.490 0.313 0.11
H 1.473 1.380 0.037 0.08
C 2.044 0.448 -0.032 -0.10
C -1.662 -1.079 -0.057 -0.03
C -0.487 -0.297 0.030 -0.03
N -0.853 1.040 0.242 0.09
H -1.662 -2.111 -0.037 0.10
```

Its total charge is +1. Its multiplicity is 1. The HOMO-LUMO gap (spin up / spin down) is 7.129 / 7.803 eV. The LUMO energy (spin up / spin down) is -7.593 / -7.337 eV.



Stability check: which of them is least stable? arrangement c.



Arrangement a

ORCA calculation (wB97M-V/def2-TZVPD) on a gas-phase ion, C5H7N2 (charge +1).

```
14
Properties=species:S:1:pos:R:3:lowdin_charge:R:1
C 1.488 -0.497 -0.324 0.15
C -1.096 -0.396 0.345 -0.04
N 1.242 -0.732 0.806 0.17
H -1.804 0.277 0.824 0.14
H 0.855 -0.318 -2.432 0.16
H -0.109 -1.706 2.032 0.13
C 0.111 -0.744 1.573 -0.05
H -0.206 2.003 -1.822 0.14
C 0.166 1.366 -1.030 0.00
H 0.140 0.036 2.334 0.13
H 0.613 1.891 -0.192 0.14
N -0.576 0.165 -0.813 -0.04
C 0.721 0.016 -1.415 -0.15
H -1.545 -1.362 0.115 0.13
```

Its total charge is +1. Its multiplicity is 1. The HOMO-LUMO gap (spin up / spin down) is 8.992 / 8.991 eV. The LUMO energy (spin up / spin down) is -5.928 / -5.928 eV.



Arrangement b

ORCA calculation (wB97M-V/def2-TZVPD) on a gas-phase ion, C5H7N2 (charge +1).

```
14
Properties=species:S:1:pos:R:3:lowdin_charge:R:1
H -0.941 -1.725 -0.117 0.12
H 0.064 -1.987 1.339 0.11
H -0.834 2.285 -0.166 0.15
H 0.657 -2.786 -0.113 0.14
C 1.092 -0.746 0.107 -0.14
C 2.034 1.383 -0.142 -0.01
C -0.629 1.166 0.159 0.01
C 0.796 0.715 0.068 -0.12
N 2.820 0.394 -0.364 0.13
H 2.423 2.421 -0.334 0.17
C 0.111 -1.836 0.262 0.01
H -0.746 0.948 1.314 0.17
N 2.467 -0.769 -0.112 0.18
H -1.330 0.513 -0.295 0.06
```

Its total charge is +1. Its multiplicity is 1. The HOMO-LUMO gap (spin up / spin down) is 7.271 / 7.281 eV. The LUMO energy (spin up / spin down) is -8.205 / -8.072 eV.



Stability check: which of them is least stable? arrangement b.



Arrangement a

ORCA calculation (wB97M-V/def2-TZVPD) on a single C5H9NS molecule.

```
16
Properties=species:S:1:pos:R:3:lowdin_charge:R:1
C 1.322 1.789 0.069 -0.07
H 2.274 1.842 -0.521 0.09
N -0.706 -0.503 -0.237 -0.16
C -1.766 -1.471 -0.474 -0.05
C 0.936 0.437 0.622 -0.32
C -0.578 0.311 0.862 -0.81
H 1.056 -0.390 -1.506 0.13
H 1.486 0.175 1.512 0.13
S -1.776 0.691 1.903 0.64
H 0.598 1.940 -0.745 0.09
H -1.813 -2.247 0.266 0.09
C 0.784 -0.658 -0.452 -0.07
H -2.681 -0.986 -0.434 0.05
H 1.083 -1.693 -0.182 0.12
H -1.557 -1.808 -1.457 0.08
H 1.338 2.570 0.775 0.06
```

Its multiplicity is 1. The HOMO-LUMO gap is 9.162 eV. The LUMO energy is 0.869 eV.



Arrangement b

ORCA calculation (wB97M-V/def2-TZVPD) on a single C5H9NS molecule.

```
16
Properties=species:S:1:pos:R:3:lowdin_charge:R:1
S 0.325 -1.882 0.311 0.92
H 0.331 1.051 0.168 0.07
C -0.337 -0.535 1.424 -0.41
H -1.821 0.288 -0.889 0.05
H 3.261 -1.577 -1.456 0.08
H -2.768 1.014 0.441 0.13
C -0.543 0.859 0.771 -0.31
H 0.197 -0.361 2.302 0.05
H -1.666 1.952 -0.550 0.03
C 1.682 -0.233 -2.142 0.12
N 1.727 -1.404 -0.201 -0.40
H 0.736 0.247 -2.092 0.00
H -0.483 1.568 1.691 0.14
H -1.250 -0.890 1.741 0.03
C 2.327 -1.113 -1.380 -0.38
C -1.719 1.018 -0.141 -0.13
```

Its multiplicity is 1. The HOMO-LUMO gap (spin up / spin down) is 7.437 / 8.039 eV. The LUMO energy (spin up / spin down) is -0.752 / -0.039 eV.



Stability check: which of them is least stable? arrangement b.



Arrangement a

ORCA calculation (wB97M-V/def2-TZVPD) on 3 unconnected molecules or ions with the total composition C4H13NO2.

```
20
Properties=species:S:1:pos:R:3:lowdin_charge:R:1
H 2.542 2.874 -1.241 0.03
H 0.420 -1.182 1.685 0.10
H 1.240 0.239 -0.736 0.04
H -1.667 0.082 0.205 0.07
C -0.975 -0.245 -0.606 -0.29
C 0.458 0.061 -0.062 -0.25
C -1.000 -1.683 -0.884 -0.35
H -0.602 -3.025 0.769 0.13
O -1.442 1.829 1.163 -0.32
H -2.094 2.094 1.781 -0.04
O 2.265 2.507 -0.363 -0.20
H -0.933 0.463 -1.520 0.11
H 0.399 1.075 0.449 0.07
H -1.753 2.205 0.336 -0.02
N -0.128 -2.458 -0.051 -0.12
H -2.023 -2.364 -0.821 0.14
H -0.665 -1.977 -1.949 0.11
H 2.399 3.196 0.201 -0.06
H 1.756 -1.731 0.593 0.07
C 0.733 -1.370 0.585 -0.22
```

Its total charge is -1. As for the expectation value of S²: 0.750. Its multiplicity is 2. The HOMO-LUMO gap (spin up / spin down) is 2.632 / 9.143 eV. The LUMO energy (spin up / spin down) is 3.527 / 3.706 eV.



Arrangement b

ORCA calculation (wB97M-V/def2-TZVPD) on 3 unconnected molecules or ions with the total composition C4H13NO2.

```
20
Properties=species:S:1:pos:R:3:lowdin_charge:R:1
C -0.304 0.729 0.875 -0.29
N 0.068 -1.597 1.656 -0.21
O -2.889 -1.842 2.009 -0.10
H 2.030 1.335 -5.469 0.04
H 1.890 -0.841 2.474 -0.03
C 0.912 -1.287 2.672 -0.28
H 2.067 1.614 -6.939 0.03
H -0.522 1.534 -1.205 0.05
H -0.503 -1.125 -0.203 0.08
H 0.092 1.123 1.796 0.07
H -3.596 -2.473 1.857 0.00
H 1.191 -0.649 0.116 0.08
H -1.383 0.633 1.036 0.09
C -0.041 1.735 -0.243 -0.15
H -2.065 -2.340 2.108 0.00
H 1.019 1.720 -0.510 0.05
C 0.159 -0.681 0.532 -0.37
H 0.759 -1.704 3.660 -0.04
O 1.453 1.357 -6.241 -0.06
H -0.335 2.758 0.017 0.05
```

Its total charge is -1. As for the expectation value of S²: 0.754. Its multiplicity is 2. The HOMO-LUMO gap (spin up / spin down) is 2.223 / 5.586 eV. The LUMO energy (spin up / spin down) is 2.629 / 2.614 eV.



Stability check: which of them is least stable? arrangement a.